Here is a 8-piece molecular cluster, C16H49BN14O11PS overall from the OMol25 dataset. Energies are from ωB97M-V/def2-TZVPD.

Last columns: bonded neighbours and bond lengths (Å).
Element x y z (Å)
1 C 4.642 -0.769 -2.242  C2 1.524, H17 1.092, H18 1.088, H19 1.093
2 C 4.194 0.485 -2.984  C1 1.524, O3 1.413, H20 1.093, H21 1.098
3 O 4.181 1.668 -2.212  C2 1.413, C4 1.423
4 C 3.257 1.620 -1.130  O3 1.423, C5 1.515, H22 1.096, H23 1.093
5 C 3.014 3.028 -0.627  C4 1.515, C6 1.545, H24 1.092, H25 1.095
6 C 2.021 3.879 -1.451  C5 1.545, C7 1.532, H26 1.098, H27 1.092
7 C 1.034 3.125 -2.348  C6 1.532, C8 1.552, H28 1.089, H29 1.092
8 C -0.272 2.627 -1.673  C7 1.552, C9 1.548, H30 1.093, H31 1.102
9 C -0.538 1.106 -1.790  C8 1.548, B10 1.544, P13 1.699
10 B -2.034 0.783 -1.990  C9 1.544, C11 1.601, O12 1.388
11 C -3.238 1.752 -1.571  B10 1.601, H32 1.093, H33 1.093, H34 1.097
12 O -2.462 -0.406 -2.564  B10 1.388, H35 0.969
13 P 0.027 0.128 -0.520  C9 1.699, O14 1.649, O15 1.639, S16 1.973
14 O -1.190 -0.496 0.401  P13 1.649, H36 0.968
15 O 0.733 1.147 0.552  P13 1.639, H37 0.969
16 S 1.216 -1.411 -0.851  P13 1.973
17 H 5.727 -0.796 -2.122  C1 1.092
18 H 4.167 -0.857 -1.267  C1 1.088
19 H 4.344 -1.651 -2.814  C1 1.093
20 H 4.889 0.689 -3.803  C2 1.093
21 H 3.203 0.318 -3.429  C2 1.098
22 H 3.651 1.001 -0.315  C4 1.096
23 H 2.332 1.142 -1.464  C4 1.093
24 H 2.706 2.964 0.418  C5 1.092
25 H 3.988 3.528 -0.625  C5 1.095
26 H 1.431 4.483 -0.749  C6 1.098
27 H 2.567 4.597 -2.066  C6 1.092
28 H 1.513 2.293 -2.861  C7 1.089
29 H 0.750 3.818 -3.142  C7 1.092
30 H -1.098 3.120 -2.192  C8 1.093
31 H -0.310 3.011 -0.641  C8 1.102
32 H -4.141 1.179 -1.349  C11 1.093
33 H -2.989 2.403 -0.728  C11 1.093
34 H -3.484 2.413 -2.411  C11 1.097
35 H -1.725 -0.845 -3.015  O12 0.969
36 H -1.559 0.211 0.949  O14 0.968
37 H 1.095 0.634 1.290  O15 0.969
38 C 1.276 3.322 3.525  O39 1.224, N40 1.356, N41 1.371
39 O 1.468 2.131 3.728  C38 1.224
40 N 0.773 3.789 2.356  C38 1.356, H42 1.002, H43 1.009
41 N 1.553 4.267 4.479  C38 1.371, H44 1.002, H45 1.001
42 H 0.619 4.760 2.167  N40 1.002
43 H 0.535 3.104 1.655  N40 1.009
44 H 1.922 3.943 5.353  N41 1.002
45 H 1.405 5.248 4.339  N41 1.001
46 C 0.139 -0.936 6.304  O47 1.229, N48 1.349, N49 1.370
47 O -0.296 -1.790 7.072  C46 1.229
48 N -0.639 -0.217 5.469  C46 1.349, H50 1.006, H51 1.007
49 N 1.477 -0.647 6.235  C46 1.370, H52 1.001, H53 1.005
50 H -0.251 0.472 4.848  N48 1.006
51 H -1.635 -0.366 5.451  N48 1.007
52 H 2.094 -1.167 6.829  N49 1.001
53 H 1.848 0.038 5.601  N49 1.005
54 C 1.046 3.289 -6.348  O55 1.214, N56 1.369, N57 1.373
55 O 1.665 3.919 -5.516  C54 1.214
56 N -0.321 3.235 -6.361  C54 1.369, H58 1.001, H59 1.003
57 N 1.668 2.558 -7.330  C54 1.373, H60 1.002, H61 1.001
58 H -0.847 2.673 -7.001  N56 1.001
59 H -0.798 3.698 -5.609  N56 1.003
60 H 2.670 2.549 -7.320  N57 1.002
61 H 1.175 2.001 -8.001  N57 1.001
62 C -3.417 -3.200 8.671  O63 1.217, N64 1.359, N65 1.383
63 O -3.521 -2.052 9.061  C62 1.217
64 N -2.333 -3.697 8.018  C62 1.359, H66 1.002, H67 1.013
65 N -4.433 -4.115 8.876  C62 1.383, H68 1.001, H69 1.001
66 H -2.296 -4.656 7.729  N64 1.002
67 H -1.540 -3.104 7.802  N64 1.013
68 H -5.250 -3.786 9.352  N65 1.001
69 H -4.389 -5.067 8.568  N65 1.001
70 C -0.915 -2.642 -5.573  O71 1.212, N72 1.373, N73 1.370
71 O -0.804 -1.865 -4.650  C70 1.212
72 N -2.051 -2.710 -6.342  C70 1.373, H74 1.001, H75 1.003
73 N 0.082 -3.516 -5.917  C70 1.370, H76 1.003, H77 1.001
74 H -2.171 -3.354 -7.099  N72 1.001
75 H -2.801 -2.094 -6.089  N72 1.003
76 H 0.908 -3.502 -5.348  N73 1.003
77 H 0.006 -4.181 -6.662  N73 1.001
78 C 1.815 -5.796 -2.231  O79 1.225, N80 1.356, N81 1.371
79 O 2.276 -6.671 -2.954  C78 1.225
80 N 2.206 -4.498 -2.278  C78 1.356, H82 1.006, H83 1.002
81 N 0.846 -6.062 -1.297  C78 1.371, H84 1.001, H85 1.004
82 H 1.815 -3.791 -1.678  N80 1.006
83 H 2.903 -4.239 -2.948  N80 1.002
84 H 0.521 -7.006 -1.228  N81 1.001
85 H 0.449 -5.349 -0.713  N81 1.004
86 C -4.326 -0.455 3.769  O87 1.219, N88 1.363, N89 1.367
87 O -3.281 -0.084 4.275  C86 1.219
88 N -4.451 -1.679 3.181  C86 1.363, H90 1.001, H91 1.003
89 N -5.441 0.335 3.742  C86 1.367, H92 1.002, H93 1.001
90 H -5.290 -1.996 2.736  N88 1.001
91 H -3.633 -2.260 3.162  N88 1.003
92 H -5.368 1.241 4.163  N89 1.002
93 H -6.304 0.056 3.317  N89 1.001

Computed properties:
Frontier orbital gap, eV: 5.76
LUMO level, Eh: 0.084
E_tot, Ha: -2998.1364
Charge: -1
Molar mass, g mol⁻¹: 687.508

Charges per atom according to Löwdin partitioning, unit e: number 1, C, carries -0.0939; number 2, C, carries -0.2776; number 3, O, carries -0.1473; number 4, C, carries -0.2649; number 5, C, carries -0.1647; number 6, C, carries -0.1835; number 7, C, carries -0.2022; number 8, C, carries -0.2380; number 9, C, carries -0.2754; number 10, B, carries -0.6596; number 11, C, carries -0.0363; number 12, O, carries 0.0704; number 13, P, carries 0.2213; number 14, O, carries -0.2508; number 15, O, carries -0.2505; number 16, S, carries 0.2575; number 17, H, carries 0.0674; number 18, H, carries 0.0315; number 19, H, carries 0.0619; number 20, H, carries 0.1100; number 21, H, carries 0.1151; number 22, H, carries 0.1143; number 23, H, carries 0.0527; number 24, H, carries 0.0808; number 25, H, carries 0.1072; number 26, H, carries 0.0885; number 27, H, carries 0.0993; number 28, H, carries 0.0947; number 29, H, carries 0.0801; number 30, H, carries 0.0837; number 31, H, carries 0.0821; number 32, H, carries 0.0475; number 33, H, carries 0.0475; number 34, H, carries 0.0493; number 35, H, carries 0.0456; number 36, H, carries 0.0644; number 37, H, carries 0.0670; number 38, C, carries -0.6725; number 39, O, carries 0.0079; number 40, N, carries 0.1762; number 41, N, carries 0.1451; number 42, H, carries 0.0984; number 43, H, carries 0.0695; number 44, H, carries 0.0970; number 45, H, carries 0.0873; number 46, C, carries -0.6614; number 47, O, carries -0.0079; number 48, N, carries 0.1812; number 49, N, carries 0.1512; number 50, H, carries 0.0836; number 51, H, carries 0.0649; number 52, H, carries 0.0930; number 53, H, carries 0.0809; number 54, C, carries -0.6793; number 55, O, carries 0.0324; number 56, N, carries 0.1541; number 57, N, carries 0.1421; number 58, H, carries 0.0862; number 59, H, carries 0.1001; number 60, H, carries 0.0965; number 61, H, carries 0.0832; number 62, C, carries -0.6874; number 63, O, carries 0.0209; number 64, N, carries 0.1592; number 65, N, carries 0.1239; number 66, H, carries 0.0863; number 67, H, carries 0.0550; number 68, H, carries 0.0878; number 69, H, carries 0.0768; number 70, C, carries -0.6679; number 71, O, carries 0.0548; number 72, N, carries 0.1432; number 73, N, carries 0.1528; number 74, H, carries 0.0825; number 75, H, carries 0.1012; number 76, H, carries 0.0988; number 77, H, carries 0.0859; number 78, C, carries -0.6961; number 79, O, carries -0.0114; number 80, N, carries 0.1597; number 81, N, carries 0.1446; number 82, H, carries -0.0163; number 83, H, carries 0.0948; number 84, H, carries 0.0918; number 85, H, carries 0.0933; number 86, C, carries -0.6642; number 87, O, carries 0.0204; number 88, N, carries 0.1610; number 89, N, carries 0.1513; number 90, H, carries 0.0919; number 91, H, carries 0.1099; number 92, H, carries 0.1013; number 93, H, carries 0.0894